P) Density functional theory data (ωB97M-V/def2-TZVPD) for a cluster of 2 separate species, CH4N2O2 in total.

Last columns: bonded neighbours and bond lengths (Å).
Element x y z (Å)
1 C -2.82226 0.79166 1.21347  N3 1.165, O4 1.171
2 N -0.61682 -0.89466 -0.32020  H6 0.982, H7 1.055, H8 1.032
3 N -2.45245 1.68899 1.85862  C1 1.165, O5 1.345
4 O -3.52416 0.08918 0.59374  C1 1.171
5 O -1.46706 2.22880 2.59857  N3 1.345, H9 0.991
6 H -0.27845 -0.21073 -0.93894  N2 0.982
7 H -0.14979 -1.78173 -0.64995  N2 1.055
8 H -1.64172 -0.96881 -0.41369  N2 1.032
9 H -0.80831 2.61188 1.96519  O5 0.991

The gap between HOMO and LUMO (alpha / beta) is 6.7080 / 6.8237 eV. The calculation puts the HOMO energy (alpha / beta) at -5.64 / -10.08 eV. As for the multiplicity: 3. As for the LUMO energy (alpha / beta): 1.06 / -3.25 eV.

How positive or negative is each atom? The Mulliken charges in e answer that: 0.373 -0.654 -0.284 -0.327 -0.174 0.204 0.226 0.228 0.409

Q) Density functional theory data (ωB97M-V/def2-TZVPD) for a cluster of 2 separate species, CH4N2O2 in total.

Last columns: bonded neighbours and bond lengths (Å).
Element x y z (Å)
1 C -0.35421 -0.46558 0.08846  N3 1.426, H6 1.155, H7 1.226, H8 1.026
2 N 2.36696 -0.80455 -0.23488  O5 1.167
3 N 0.66096 0.20735 -0.65350  C1 1.426, O4 1.393
4 O 0.96481 1.42285 -0.04473  N3 1.393, H9 0.995
5 O 3.10257 -0.07731 0.30626  N2 1.167
6 H -0.19273 -0.47013 1.23173  C1 1.155
7 H -1.29528 0.30656 -0.05389  C1 1.226
8 H -0.43043 -1.31785 -0.47682  C1 1.026
9 H 1.89471 1.38456 0.30586  O4 0.995

The gap between HOMO and LUMO (alpha / beta) is 9.0305 / 8.6527 eV. The calculation puts the HOMO energy (alpha / beta) at -8.21 / -10.20 eV. As for the multiplicity: 3. As for the LUMO energy (alpha / beta): 0.82 / -1.55 eV.

How positive or negative is each atom? The Mulliken charges in e answer that: -0.478 0.210 -0.219 -0.342 -0.364 0.254 0.232 0.325 0.383

It is P) that is the least stable of them.

P) Density functional theory data (ωB97M-V/def2-TZVPD) for a cluster of 6 separate species, C18H48O18S6 in total.

Last columns: bonded neighbours and bond lengths (Å).
Element x y z (Å)
1 C 1.87650 -1.19835 4.33640  C2 1.537, H8 1.090, H9 1.090, H10 1.090
2 C 2.55311 -0.11459 3.48246  C1 1.537, O3 1.397, H11 1.090, H12 1.090
3 O 1.75470 0.00218 2.34218  C2 1.397, S4 1.634
4 S 2.57267 0.38869 0.98181  O3 1.634, C5 1.939, O6 1.448, O7 1.471
5 C 3.22469 -1.38533 0.54977  S4 1.939, H13 1.090, H14 1.090, H15 1.090
6 O 1.69069 0.84366 -0.07250  S4 1.448
7 O 3.66511 1.27405 1.41236  S4 1.471
8 H 1.54261 -2.13859 3.89758  C1 1.090
9 H 1.03952 -0.79104 4.90356  C1 1.090
10 H 2.56709 -1.37475 5.16107  C1 1.090
11 H 2.68242 0.78152 4.08940  C2 1.090
12 H 3.56639 -0.45474 3.26879  C2 1.090
13 H 4.07952 -1.63891 1.17672  C5 1.090
14 H 3.67895 -1.42605 -0.44023  C5 1.090
15 H 2.38948 -2.04886 0.77394  C5 1.090
16 C -7.57040 7.20090 5.16585  C17 1.559, H23 1.090, H24 1.090, H25 1.090
17 C -6.02917 7.39816 5.29024  C16 1.559, O18 1.407, H26 1.090, H27 1.090
18 O -5.49464 6.16078 5.69449  C17 1.407, S19 1.715
19 S -5.27695 4.76913 4.71528  O18 1.715, C20 1.875, O21 1.468, O22 1.455
20 C -3.83770 3.98393 5.62593  S19 1.875, H28 1.090, H29 1.090, H30 1.090
21 O -6.50937 3.98723 4.87734  S19 1.468
22 O -4.86624 5.16390 3.37649  S19 1.455
23 H -7.95592 8.12242 4.72965  C16 1.090
24 H -8.05797 7.13430 6.13845  C16 1.090
25 H -7.78133 6.23569 4.70546  C16 1.090
26 H -5.60709 7.79672 4.36769  C17 1.090
27 H -5.89976 8.20564 6.01089  C17 1.090
28 H -2.88838 4.51908 5.60387  C20 1.090
29 H -3.86947 2.93251 5.34025  C20 1.090
30 H -4.16152 3.93835 6.66572  C20 1.090
31 C 4.52924 -11.26241 -2.65509  C32 1.566, H38 1.090, H39 1.090, H40 1.090
32 C 4.94244 -9.79521 -2.29627  C31 1.566, O33 1.417, H41 1.090, H42 1.090
33 O 5.97418 -9.81730 -1.32453  C32 1.417, S34 1.624
34 S 6.41693 -8.42183 -0.62083  O33 1.624, C35 1.914, O36 1.483, O37 1.464
35 C 6.92337 -7.46697 -2.20080  S34 1.914, H43 1.090, H44 1.090, H45 1.090
36 O 5.15490 -7.89935 -0.04401  S34 1.483
37 O 7.67480 -8.64593 0.09420  S34 1.464
38 H 4.04261 -11.19132 -3.62785  C31 1.090
39 H 3.75828 -11.70670 -2.02556  C31 1.090
40 H 5.40920 -11.90428 -2.61300  C31 1.090
41 H 5.20964 -9.33596 -3.24799  C32 1.090
42 H 4.07362 -9.34964 -1.81179  C32 1.090
43 H 7.43542 -8.12663 -2.90134  C35 1.090
44 H 7.56143 -6.69607 -1.76873  C35 1.090
45 H 6.03137 -6.99822 -2.61639  C35 1.090
46 C -1.85861 10.52589 -0.83797  C47 1.568, H53 1.090, H54 1.090, H55 1.090
47 C -1.84708 8.97785 -0.58901  C46 1.568, O48 1.440, H56 1.090, H57 1.090
48 O -0.80681 8.41441 -1.41020  C47 1.440, S49 1.674
49 S -1.30480 7.98366 -2.94951  O48 1.674, C50 1.854, O51 1.488, O52 1.439
50 C -2.28908 6.54704 -2.31287  S49 1.854, H58 1.090, H59 1.090, H60 1.090
51 O -2.21048 9.06896 -3.41429  S49 1.488
52 O -0.16580 7.55142 -3.71517  S49 1.439
53 H -0.96051 10.96059 -1.27678  C46 1.090
54 H -2.21951 10.92349 0.11060  C46 1.090
55 H -2.60581 10.87506 -1.55063  C46 1.090
56 H -1.41254 8.99991 0.41039  C47 1.090
57 H -2.87666 8.62923 -0.66973  C47 1.090
58 H -3.25269 6.98843 -2.05846  C50 1.090
59 H -1.72483 6.17890 -1.45602  C50 1.090
60 H -2.22173 5.71899 -3.01848  C50 1.090
61 C -6.96449 -8.22680 4.83809  C62 1.537, H68 1.090, H69 1.090, H70 1.090
62 C -6.46322 -7.82763 3.44052  C61 1.537, O63 1.471, H71 1.090, H72 1.090
63 O -6.11189 -6.39928 3.40700  C62 1.471, S64 1.657
64 S -5.02727 -5.99076 2.22304  O63 1.657, C65 1.878, O66 1.464, O67 1.454
65 C -3.49154 -6.64731 3.08256  S64 1.878, H73 1.090, H74 1.090, H75 1.090
66 O -5.14849 -6.87911 1.06601  S64 1.464
67 O -5.10839 -4.55154 2.03622  S64 1.454
68 H -7.19627 -9.29015 4.77739  C61 1.090
69 H -7.89951 -7.77076 5.16346  C61 1.090
70 H -6.28794 -8.02965 5.66966  C61 1.090
71 H -5.70590 -8.46662 2.98636  C62 1.090
72 H -7.22408 -7.90313 2.66367  C62 1.090
73 H -3.50065 -7.71098 3.32050  C65 1.090
74 H -3.33365 -5.99202 3.93916  C65 1.090
75 H -2.67582 -6.28688 2.45582  C65 1.090
76 C 4.88718 4.40810 -8.71870  C77 1.447, H83 1.090, H84 1.090, H85 1.090
77 C 5.13314 3.95628 -7.36641  C76 1.447, O78 1.433, H86 1.090, H87 1.090
78 O 5.86922 2.73303 -7.49234  C77 1.433, S79 1.662
79 S 5.54900 1.45568 -6.47852  O78 1.662, C80 1.834, O81 1.477, O82 1.435
80 C 3.83751 0.93519 -6.88353  S79 1.834, H88 1.090, H89 1.090, H90 1.090
81 O 6.35760 0.28251 -6.86702  S79 1.477
82 O 5.55810 1.97742 -5.14131  S79 1.435
83 H 4.12804 5.18341 -8.82210  C76 1.090
84 H 4.37423 3.57111 -9.19245  C76 1.090
85 H 5.83638 4.57949 -9.22639  C76 1.090
86 H 5.53042 4.67787 -6.65257  C77 1.090
87 H 4.09699 3.80984 -7.06137  C77 1.090
88 H 3.08939 1.54430 -6.37619  C80 1.090
89 H 3.74103 -0.11299 -6.60049  C80 1.090
90 H 3.69308 0.97752 -7.96309  C80 1.090

The gap between HOMO and LUMO is 10.9294 eV. The SMILES is CCOS(C)(=O)=O.CCOS(C)(=O)=O.CCOS(C)(=O)=O.CCOS(C)(=O)=O.CCOS(C)(=O)=O.CCOS(C)(=O)=O. The calculation puts the HOMO energy at -10.72 eV. As for the LUMO energy: 0.21 eV.

How positive or negative is each atom? The Mulliken charges in e answer that: -1.197 -0.184 -0.283 1.119 -0.880 -0.582 -0.599 0.300 0.324 0.375 0.289 0.320 0.302 0.375 0.321 -0.942 -0.304 -0.294 1.080 -0.875 -0.567 -0.586 0.344 0.262 0.291 0.300 0.289 0.317 0.371 0.314 -1.162 -0.178 -0.285 1.123 -0.970 -0.600 -0.567 0.351 0.297 0.310 0.309 0.314 0.322 0.383 0.350 -1.168 -0.078 -0.368 1.143 -0.919 -0.576 -0.573 0.318 0.379 0.319 0.333 0.165 0.318 0.322 0.386 -1.156 -0.284 -0.308 1.087 -0.885 -0.585 -0.568 0.350 0.309 0.302 0.417 0.318 0.304 0.334 0.364 -1.133 -0.137 -0.282 1.161 -0.946 -0.594 -0.588 0.370 0.288 0.281 0.322 0.236 0.330 0.382 0.310

Q) Density functional theory data (ωB97M-V/def2-TZVPD) for a cluster of 6 separate species, C18H48O18S6 in total.

Last columns: bonded neighbours and bond lengths (Å).
Element x y z (Å)
1 C -4.20317 1.25022 -8.56718  C2 1.499, H8 1.090, H9 1.090, H10 1.090
2 C -2.80668 0.71493 -8.67187  C1 1.499, O3 1.375, H11 1.090, H12 1.090
3 O -2.19080 1.12497 -9.83114  C2 1.375, S4 1.635
4 S -1.39527 0.03660 -10.75615  O3 1.635, C5 1.842, O6 1.495, O7 1.500
5 C -2.84867 -0.75794 -11.56232  S4 1.842, H13 1.090, H14 1.090, H15 1.090
6 O -0.64016 0.70306 -11.86046  S4 1.495
7 O -0.63775 -0.89840 -9.86122  S4 1.500
8 H -4.60916 0.92264 -7.61012  C1 1.090
9 H -4.81757 0.81310 -9.35429  C1 1.090
10 H -4.32673 2.33032 -8.64603  C1 1.090
11 H -2.23731 1.05043 -7.80505  C2 1.090
12 H -2.91595 -0.36781 -8.60998  C2 1.090
13 H -3.40709 -1.45914 -10.94218  C5 1.090
14 H -2.37161 -1.31022 -12.37195  C5 1.090
15 H -3.51257 0.06046 -11.84082  C5 1.090
16 C 0.11962 -0.04979 9.82246  C17 1.533, H23 1.090, H24 1.090, H25 1.090
17 C 0.76939 1.20710 10.41162  C16 1.533, O18 1.419, H26 1.090, H27 1.090
18 O 0.76711 1.07298 11.82461  C17 1.419, S19 1.674
19 S 1.18432 2.40259 12.75161  O18 1.674, C20 1.865, O21 1.480, O22 1.458
20 C 3.03503 2.20683 12.62735  S19 1.865, H28 1.090, H29 1.090, H30 1.090
21 O 0.90215 3.63404 11.98119  S19 1.480
22 O 0.67293 2.21391 14.10403  S19 1.458
23 H -0.93376 -0.13729 10.08860  C16 1.090
24 H 0.67204 -0.97053 10.00999  C16 1.090
25 H -0.05230 0.05740 8.75145  C16 1.090
26 H 1.79478 1.15173 10.04609  C17 1.090
27 H 0.24894 2.11773 10.11502  C17 1.090
28 H 3.23744 1.26723 13.14143  C20 1.090
29 H 3.48773 2.93430 13.30112  C20 1.090
30 H 3.55858 2.14832 11.67311  C20 1.090
31 C 0.77203 -0.27462 2.40046  C32 1.549, H38 1.090, H39 1.090, H40 1.090
32 C 0.79011 0.25729 0.94561  C31 1.549, O33 1.444, H41 1.090, H42 1.090
33 O -0.44272 0.05497 0.22206  C32 1.444, S34 1.636
34 S -0.45012 0.46128 -1.36301  O33 1.636, C35 1.871, O36 1.483, O37 1.503
35 C -2.23202 0.35038 -1.92354  S34 1.871, H43 1.090, H44 1.090, H45 1.090
36 O 0.00411 1.86067 -1.55199  S34 1.483
37 O 0.24794 -0.62963 -2.12566  S34 1.503
38 H 1.75429 -0.10317 2.84077  C31 1.090
39 H 0.63487 -1.35595 2.40141  C31 1.090
40 H 0.00145 0.12220 3.06139  C31 1.090
41 H 0.94055 1.33670 0.96406  C32 1.090
42 H 1.50459 -0.41504 0.47065  C32 1.090
43 H -2.65426 -0.64913 -1.81964  C35 1.090
44 H -2.41632 0.66441 -2.95092  C35 1.090
45 H -2.84014 1.02877 -1.32516  C35 1.090
46 C -4.71276 3.70150 2.28992  C47 1.521, H53 1.090, H54 1.090, H55 1.090
47 C -4.24689 3.95622 3.71486  C46 1.521, O48 1.429, H56 1.090, H57 1.090
48 O -2.92654 3.48992 3.99900  C47 1.429, S49 1.624
49 S -2.52015 3.54844 5.57042  O48 1.624, C50 1.892, O51 1.430, O52 1.470
50 C -2.46638 5.42615 5.79530  S49 1.892, H58 1.090, H59 1.090, H60 1.090
51 O -3.52759 3.03184 6.44355  S49 1.430
52 O -1.10061 3.18415 5.68084  S49 1.470
53 H -3.89825 3.37127 1.64524  C46 1.090
54 H -5.12847 4.64886 1.94675  C46 1.090
55 H -5.47254 2.92171 2.23744  C46 1.090
56 H -4.42104 4.99945 3.97840  C47 1.090
57 H -4.86133 3.31216 4.34393  C47 1.090
58 H -2.15685 5.46896 6.83955  C50 1.090
59 H -3.43889 5.91674 5.75458  C50 1.090
60 H -1.71605 5.86180 5.13551  C50 1.090
61 C 5.28708 1.84092 -3.66258  C62 1.486, H68 1.090, H69 1.090, H70 1.090
62 C 4.41895 1.79695 -4.86793  C61 1.486, O63 1.432, H71 1.090, H72 1.090
63 O 5.33304 1.66574 -5.96192  C62 1.432, S64 1.701
64 S 5.31319 2.77716 -7.25010  O63 1.701, C65 1.888, O66 1.431, O67 1.461
65 C 3.86265 2.13790 -8.27501  S64 1.888, H73 1.090, H74 1.090, H75 1.090
66 O 5.01434 4.10534 -6.80813  S64 1.431
67 O 6.55444 2.54253 -7.98427  S64 1.461
68 H 4.85344 2.61489 -3.02930  C61 1.090
69 H 6.32752 2.13772 -3.79486  C61 1.090
70 H 5.39284 0.93651 -3.06345  C61 1.090
71 H 3.88994 0.84393 -4.86923  C62 1.090
72 H 3.68625 2.60073 -4.94003  C62 1.090
73 H 3.75851 2.80104 -9.13378  C65 1.090
74 H 3.02117 2.15286 -7.58235  C65 1.090
75 H 4.16860 1.11399 -8.48977  C65 1.090
76 C -0.11118 -5.93911 0.34785  C77 1.477, H83 1.090, H84 1.090, H85 1.090
77 C 0.08160 -7.30347 -0.18305  C76 1.477, O78 1.450, H86 1.090, H87 1.090
78 O 0.81511 -7.98349 0.86637  C77 1.450, S79 1.683
79 S 0.84119 -9.66433 0.94749  O78 1.683, C80 1.850, O81 1.442, O82 1.469
80 C 1.82528 -10.00635 -0.58174  S79 1.850, H88 1.090, H89 1.090, H90 1.090
81 O 1.54238 -10.02436 2.15451  S79 1.442
82 O -0.50129 -10.18790 0.66136  S79 1.469
83 H -0.50660 -5.98799 1.36243  C76 1.090
84 H -0.86172 -5.37649 -0.20733  C76 1.090
85 H 0.74978 -5.28542 0.48757  C76 1.090
86 H -0.88496 -7.71078 -0.47961  C77 1.090
87 H 0.71595 -7.37140 -1.06683  C77 1.090
88 H 2.04360 -11.06741 -0.70260  C80 1.090
89 H 2.71991 -9.38659 -0.52161  C80 1.090
90 H 1.08548 -9.79122 -1.35279  C80 1.090

The gap between HOMO and LUMO is 10.8110 eV. The SMILES is CCOS(C)(=O)=O.CCOS(C)(=O)=O.CCOS(C)(=O)=O.CCOS(C)(=O)=O.CCOS(C)(=O)=O.CCOS(C)(=O)=O. The calculation puts the HOMO energy at -10.86 eV. As for the LUMO energy: -0.05 eV.

How positive or negative is each atom? The Mulliken charges in e answer that: -1.122 -0.199 -0.310 1.097 -0.896 -0.576 -0.589 0.349 0.295 0.313 0.312 0.313 0.314 0.377 0.320 -1.297 -0.077 -0.286 1.119 -0.952 -0.607 -0.556 0.345 0.314 0.400 0.203 0.364 0.345 0.370 0.316 -1.205 -0.208 -0.257 1.193 -0.843 -0.625 -0.627 0.365 0.307 0.314 0.360 0.311 0.317 0.336 0.260 -1.090 -0.121 -0.225 1.123 -1.005 -0.583 -0.590 0.239 0.322 0.297 0.227 0.347 0.360 0.386 0.314 -1.107 -0.213 -0.338 1.112 -0.844 -0.580 -0.595 0.299 0.324 0.319 0.263 0.396 0.353 0.296 0.316 -1.293 -0.077 -0.295 1.106 -0.897 -0.581 -0.601 0.323 0.378 0.318 0.302 0.319 0.369 0.307 0.323

It is P) that is the least stable of them.